## a
Computed, not measured: a 2-piece molecular cluster, C3H13N2O overall, with the ωB97M-V functional and the def2-TZVPD basis.

As for the frontier orbital gap: 10.399 eV. As for the charge: +1.

Each line ends with the Mulliken charge.
Atoms and positions in Å:
1 N -0.75420 1.16562 -0.21259  -0.149
2 C 0.52700 0.41143 -0.48888  0.166
3 C 0.35609 -0.51638 -1.65601  -1.451
4 C 1.12984 -0.27468 0.74492  -0.468
5 N 2.56976 0.09096 0.80570  -0.667
6 H -0.38186 1.74494 0.56557  0.459
7 H -1.58582 0.59577 0.05299  0.239
8 H -1.05804 1.68626 -1.04181  0.390
9 H 1.40249 1.07902 -0.70192  0.241
10 H -0.05437 -1.44912 -1.26531  0.366
11 H 1.32009 -0.91967 -1.95320  0.380
12 H -0.15558 0.03545 -2.42296  0.427
13 H 0.63944 0.04892 1.75963  0.344
14 H 1.01853 -1.41537 0.81733  0.289
15 H 2.89229 -0.25026 1.66026  0.256
16 H 3.14307 -0.47048 0.24436  0.211
17 H -3.50365 -0.84678 1.55906  0.340
18 H -3.84857 -0.76652 0.02668  0.330
19 O -3.07681 -0.69881 0.61842  -0.703

---

## b
Computed, not measured: a 2-piece molecular cluster, C3H13N2O overall, with the ωB97M-V functional and the def2-TZVPD basis.

As for the frontier orbital gap: 11.266 eV. As for the charge: +1.

Each line ends with the Mulliken charge.
Atoms and positions in Å:
1 C 0.95448 0.06265 -1.48694  -0.360
2 N -0.33621 0.78216 -1.66896  -0.557
3 C 0.62904 -0.97786 -0.35079  -0.706
4 N -0.83368 -1.25631 -0.10744  -0.128
5 C -1.30078 -0.78081 1.19166  -0.795
6 H 1.09646 -0.51754 -2.43705  0.361
7 H 1.82900 0.67266 -1.15283  0.281
8 H -0.39182 1.19631 -2.59781  0.260
9 H -0.35889 1.58628 -1.01886  0.145
10 H 1.08523 -1.93943 -0.50042  0.410
11 H 0.99631 -0.43202 0.47923  0.303
12 H -1.10752 -2.20619 -0.40677  0.409
13 H -1.45411 -0.89657 -0.87308  0.386
14 H -2.40763 -0.72411 1.36338  0.334
15 H -0.96136 -1.49938 1.96586  0.361
16 H -1.02452 0.25906 1.44603  0.286
17 H 0.56664 2.27066 1.29854  0.301
18 H 0.85749 2.17815 2.79621  0.318
19 O 0.95826 1.69434 1.97379  -0.609

---

Least stable = b

---

## a
Computed, not measured: a 2-piece molecular cluster, C3H13N2O overall, with the ωB97M-V functional and the def2-TZVPD basis.

As for the frontier orbital gap: 10.542 eV. As for the charge: +1.

Each line ends with the Mulliken charge.
Atoms and positions in Å:
1 N -0.48134 -1.94788 -0.82858  -0.252
2 C -0.41660 -1.05637 0.42434  -0.743
3 C -0.19145 0.36243 -0.12633  -0.244
4 N 0.61687 0.37098 -1.34488  -0.452
5 C 1.83734 1.25029 -1.33561  -0.865
6 H 0.08373 -1.44561 -1.54317  0.365
7 H -1.43772 -2.03011 -1.15224  0.342
8 H -0.15250 -2.88747 -0.61174  0.348
9 H 0.44553 -1.42880 0.97282  0.290
10 H -1.29134 -1.26405 1.02846  0.390
11 H 0.30264 0.96453 0.63240  0.347
12 H -1.19051 0.77225 -0.30962  0.264
13 H -0.00599 0.70317 -2.07227  0.259
14 H 2.68518 0.61838 -1.10717  0.283
15 H 1.91033 1.73997 -2.29990  0.319
16 H 1.64434 2.03718 -0.60789  0.330
17 H -1.22454 0.64400 4.02484  0.309
18 H -1.79479 1.72667 3.15787  0.314
19 O -1.33917 0.87043 3.09869  -0.603

---

## b
Computed, not measured: a 2-piece molecular cluster, C3H13N2O overall, with the ωB97M-V functional and the def2-TZVPD basis.

As for the frontier orbital gap: 8.758 eV. As for the charge: +1.

Each line ends with the Mulliken charge.
Atoms and positions in Å:
1 N -0.48429 -0.42435 1.00562  -0.298
2 C -0.11649 -0.43860 -0.33432  -0.041
3 C -1.30288 -1.08851 -1.16157  -1.207
4 C 0.21195 1.06903 -0.76112  -0.478
5 N 0.80002 1.03122 -2.17719  -0.481
6 H 0.40952 -0.24452 1.58008  0.400
7 H -1.28262 0.18608 1.37796  0.423
8 H -0.75395 -1.27657 1.51146  0.376
9 H 0.74646 -0.99864 -0.56435  0.255
10 H -2.31936 -0.57653 -0.92765  0.310
11 H -1.08472 -1.23715 -2.23056  0.324
12 H -1.47816 -2.13807 -0.85093  0.401
13 H 0.87949 1.56271 -0.09838  0.402
14 H -0.68302 1.77963 -0.85972  0.287
15 H 1.05073 1.88763 -2.68495  0.178
16 H 1.08717 0.24344 -2.89204  0.184
17 H 2.08877 -0.22372 3.60812  0.314
18 H 0.92940 0.84643 3.36643  0.294
19 O 1.30198 0.04049 3.09311  -0.643

---

Least stable = b

---

## a
Computed, not measured: a 2-piece molecular cluster, C3H13N2O overall, with the ωB97M-V functional and the def2-TZVPD basis.

As for the frontier orbital gap: 9.799 eV. As for the charge: +1.

Each line ends with the Mulliken charge.
Atoms and positions in Å:
1 N 0.47945 -0.96530 -0.68679  -0.186
2 C -0.60553 -0.58363 0.28759  -0.655
3 C -1.43155 0.52297 -0.45751  -0.563
4 N -0.52519 1.58083 -0.83514  -0.286
5 C -0.03529 2.58849 0.08274  -0.882
6 H 0.12554 -1.62040 -1.38713  0.357
7 H 1.14008 -1.59753 -0.21715  0.256
8 H 0.89778 -0.09259 -1.02930  0.393
9 H 0.00463 -0.23353 1.12551  0.345
10 H -1.34203 -1.31707 0.61725  0.365
11 H -2.10228 0.84813 0.33755  0.324
12 H -1.94624 0.06068 -1.29833  0.428
13 H -0.72808 1.96499 -1.74826  0.198
14 H 0.28046 2.20530 1.06297  0.283
15 H 0.69269 3.19075 -0.44167  0.302
16 H -0.84813 3.27896 0.35242  0.338
17 H 2.10775 -3.97595 1.03130  0.321
18 H 1.94941 -2.82147 2.06702  0.316
19 O 1.88652 -3.03362 1.13693  -0.653

---

## b
Computed, not measured: a 2-piece molecular cluster, C3H13N2O overall, with the ωB97M-V functional and the def2-TZVPD basis.

As for the frontier orbital gap: 11.062 eV. As for the charge: +1.

Each line ends with the Mulliken charge.
Atoms and positions in Å:
1 C -1.70841 0.27664 -0.81210  -0.482
2 N -2.25300 -0.96209 -0.27065  -0.587
3 C -0.22836 0.06392 -1.05755  -0.592
4 N 0.47108 -0.21778 0.23491  -0.127
5 C 0.41029 0.86351 1.29230  -0.974
6 H -2.15038 0.53152 -1.77920  0.399
7 H -1.96819 1.17489 -0.24678  0.329
8 H -3.03789 -1.28850 -0.84071  0.248
9 H -2.72698 -0.89744 0.62213  0.227
10 H -0.00302 -0.80856 -1.66596  0.362
11 H 0.25266 0.92279 -1.53049  0.326
12 H 1.45961 -0.57201 0.21240  0.378
13 H -0.09829 -0.98848 0.60968  0.427
14 H 1.00579 1.68555 0.91150  0.344
15 H -0.63408 1.04344 1.51116  0.381
16 H 0.84522 0.46133 2.20453  0.367
17 H 3.68745 -0.50832 -0.55537  0.358
18 H 3.44904 -0.03618 0.88873  0.348
19 O 3.22749 -0.74423 0.27148  -0.731

---

Least stable = a

---

## a
Computed, not measured: a single C2H4N2O4S molecule, with the ωB97M-V functional and the def2-TZVPD basis.

As for the SMILES: O=S1(=O)NC/C(=N/O)O1. As for the frontier orbital gap: 9.612 eV.

Each line ends with the Mulliken charge.
Atoms and positions in Å:
1 C -0.37240 0.07942 -0.31526  0.499
2 C 0.30878 0.65534 0.98395  -0.285
3 N 0.00799 -0.26601 1.95239  -0.444
4 N -0.47153 0.96046 -1.29125  -0.319
5 O -0.57160 -1.27585 -0.21009  -0.421
6 O 0.12652 -3.17993 1.36769  -0.454
7 O -1.72144 -1.85895 2.18885  -0.487
8 O -1.29155 0.99057 -2.38814  -0.340
9 S -0.54942 -1.96683 1.44950  1.023
10 H 1.43277 0.83709 0.74347  0.217
11 H 0.02541 1.63994 1.16875  0.313
12 H -0.96666 -0.13646 2.17643  0.378
13 H -1.41271 0.15295 -2.81220  0.320

---

## b
Computed, not measured: a single C2H4N2O4S molecule, with the ωB97M-V functional and the def2-TZVPD basis.

As for the SMILES: COC(=O)O[S@@]1(=O)=NN1. As for the frontier orbital gap: 10.453 eV.

Each line ends with the Mulliken charge.
Atoms and positions in Å:
1 C -0.08348 1.00045 0.95898  0.852
2 C -0.42296 -1.33819 1.22019  -0.551
3 N 1.10933 2.82963 -1.19946  -0.302
4 N 2.01510 1.67833 -1.97837  -0.401
5 O -0.06264 2.09760 1.38585  -0.487
6 O 0.60290 0.57772 -0.07531  -0.291
7 O 2.77567 1.56053 0.63994  -0.506
8 O -0.82785 0.11722 1.51092  -0.350
9 S 1.83094 1.57770 -0.47125  0.947
10 H -1.13230 -1.79508 0.50599  0.267
11 H -0.48376 -2.00034 2.17180  0.249
12 H 0.59351 -1.27723 0.76867  0.306
13 H 1.67076 3.68589 -1.03764  0.267

---

Least stable = a